Model 1:
This record from OMol25 describes an isolated ion of composition C5H14N2 and charge -1. The level of theory is ωB97M-V/def2-TZVPD.

```
21
Properties=species:S:1:pos:R:3:mulliken_charge:R:1
N -1.31559 1.14305 -0.38922 -1.262
C -0.39294 0.05660 -0.50298 -0.317
C -0.26754 -0.61682 0.86467 -0.719
C 0.42113 0.24641 1.91588 -0.895
C 1.89093 0.51878 1.67259 -1.774
C -0.79975 -0.98245 -1.55150 -0.062
N -0.19266 -0.71817 -2.87848 -0.816
H -1.66110 1.44141 0.50677 0.415
H -1.59112 1.78401 -1.10467 1.077
H 0.59715 0.43207 -0.77902 -1.302
H 0.41219 -1.46342 0.69137 0.334
H -1.18553 -1.07764 1.17286 0.731
H -0.15839 1.15653 2.08145 0.653
H 0.34816 -0.24718 2.89417 0.154
H 2.32889 1.36548 2.20131 0.786
H 2.09388 0.66846 0.61238 0.317
H 2.51600 -0.28097 2.00204 0.338
H -1.87967 -0.92599 -1.67754 0.297
H -0.45450 -1.94881 -1.21071 0.188
H 0.15617 0.23561 -2.89353 0.368
H -0.86570 -0.78697 -3.62784 0.490
```

The highest occupied orbital energy (alpha / beta) comes out at 1.5 / -4.6 eV. Its multiplicity is 2. As for the LUMO energy (alpha / beta): 4.22 / 4.17 eV. For the molar mass, the calculation gives 102.18 g mol⁻¹. As for the charge: -1. The gap between HOMO and LUMO (alpha / beta) is 2.678 / 8.822 eV.



Model 2:
This record from OMol25 describes an isolated ion of composition C5H14N2 and charge -1. The level of theory is ωB97M-V/def2-TZVPD.

```
21
Properties=species:S:1:pos:R:3:mulliken_charge:R:1
C -1.34273 0.81848 1.47078 -1.922
C -0.93203 1.22558 0.03993 -0.669
C 0.56535 1.18051 -0.17002 -0.963
C 1.15572 -0.20514 -0.14509 -0.938
N 0.86749 -0.89710 -1.41443 -0.226
C 1.83672 -1.94392 -1.72330 -1.235
N -2.57568 0.06809 1.51220 -0.250
H -0.55497 0.20969 1.91583 -0.082
H -1.29486 1.68481 2.12906 -0.147
H -1.50166 0.58790 -0.63167 0.051
H -1.32900 2.24067 -0.09350 0.771
H 0.94117 1.72708 -1.01984 0.448
H 1.03271 1.81202 0.60474 0.611
H 2.24070 -0.15040 -0.05710 0.750
H 0.70595 -0.77403 0.66664 0.054
H -0.03210 -1.35990 -1.33897 0.308
H 1.56342 -2.35767 -2.68656 0.356
H 2.82599 -1.48745 -1.79890 0.387
H 1.93398 -2.73299 -0.96169 0.408
H -2.71141 -0.23996 2.47331 0.880
H -3.39476 0.59370 1.22856 0.407
```

The highest occupied orbital energy (alpha / beta) comes out at 1.5 / -5.2 eV. Its multiplicity is 2. As for the LUMO energy (alpha / beta): 3.79 / 3.67 eV. For the molar mass, the calculation gives 102.18 g mol⁻¹. As for the charge: -1. The gap between HOMO and LUMO (alpha / beta) is 2.317 / 8.892 eV.



Model 3:
This record from OMol25 describes an isolated ion of composition C5H14N2 and charge -1. The level of theory is ωB97M-V/def2-TZVPD.

```
21
Properties=species:S:1:pos:R:3:mulliken_charge:R:1
N -3.13203 -0.02491 -0.17856 -1.135
C -2.34363 1.06603 0.35184 -0.724
C -0.87298 0.65120 0.83089 -1.573
N -0.08355 0.20643 -0.35512 -0.232
C 1.87714 -0.70286 0.93915 -2.939
C 1.39603 0.10725 -0.32593 0.405
C 1.97241 -0.48362 -1.66652 -2.100
H -3.03107 -0.82365 0.37103 0.587
H -2.79841 -0.34284 -1.08234 0.390
H -2.95615 1.51139 1.13072 0.468
H -2.14400 1.84536 -0.34570 0.444
H -0.30823 1.39038 1.53025 0.589
H -1.05711 -0.27984 1.54953 0.286
H -0.47759 -0.72166 -0.57861 0.495
H 2.94800 -0.69517 0.90483 0.990
H 1.45268 -1.71511 0.86754 0.621
H 1.58032 -0.25504 1.89972 0.365
H 1.74169 1.09258 -0.03092 0.593
H 1.59673 0.29111 -2.44769 0.274
H 1.55765 -1.50990 -1.77262 0.627
H 3.08209 -0.60715 -1.59148 0.569
```

The highest occupied orbital energy (alpha / beta) comes out at 1.4 / -4.9 eV. Its multiplicity is 2. As for the LUMO energy (alpha / beta): 4.22 / 4.16 eV. For the molar mass, the calculation gives 102.18 g mol⁻¹. As for the charge: -1. The gap between HOMO and LUMO (alpha / beta) is 2.863 / 9.023 eV.



Model 4:
This record from OMol25 describes an isolated ion of composition C5H14N2 and charge -1. The level of theory is ωB97M-V/def2-TZVPD.

```
21
Properties=species:S:1:pos:R:3:mulliken_charge:R:1
N 1.03973 -0.88575 -1.74568 -0.808
C -1.28062 -2.50361 -0.15311 -1.274
C -0.39608 -1.27609 0.28390 -2.215
C 0.01516 -0.35656 -0.85740 0.741
C 0.59516 0.98168 -0.26266 -1.639
N -0.05171 1.42819 0.96612 0.830
C 0.26391 2.82500 1.26943 -2.714
H 0.80824 -1.18202 -2.66359 0.303
H 1.66505 -1.56423 -1.33104 0.338
H -2.28754 -2.08455 -0.18359 0.277
H -1.37495 -3.09515 0.76783 0.375
H -0.91560 -3.05249 -1.01315 0.694
H 0.44084 -1.68428 0.85105 0.823
H -1.07396 -0.70323 0.89627 0.343
H -0.79037 -0.02279 -1.51863 0.354
H 0.56075 1.84362 -0.93002 0.019
H 1.66328 0.76611 -0.10006 0.448
H 0.23128 0.91953 1.80134 0.162
H -0.33382 3.43875 0.57382 0.171
H 1.28543 3.16491 1.06396 0.540
H -0.06417 3.04296 2.28520 1.230
```

The highest occupied orbital energy (alpha / beta) comes out at 1.5 / -4.9 eV. Its multiplicity is 2. As for the LUMO energy (alpha / beta): 3.90 / 3.89 eV. For the molar mass, the calculation gives 102.18 g mol⁻¹. As for the charge: -1. The gap between HOMO and LUMO (alpha / beta) is 2.389 / 8.835 eV.



Relative energy table, unit hartree: model 1 0.0000; model 2 0.0019; model 3 0.0176; model 4 0.0115